8
Properties=species:S:1:pos:R:3:forces:R:3:nbo_charge:R:1 method="wB97M-V/def2-TZVPD" lumo_ev=-1.07 homo_energy_ev=-9.134 homo_lumo_gap_ev=8.06 relative_energy_kcal_mol=30.7 e_tot_ev=-28230.5524
N -1.9680 -0.1993 -0.4616 -0.030 -3.511 -0.159 -0.9851
P 1.9648 -0.1392 0.7973 -1.862 0.511 0.214 0.0457
P 2.1081 1.7189 0.0356 -2.683 -0.107 0.229 0.0925
I -3.9096 0.2813 0.0836 0.445 0.128 0.206 0.2482
H -1.2857 -0.1217 0.3164 -1.034 0.237 -0.225 0.3646
H 0.4432 -0.0125 0.9407 1.779 -0.354 -0.193 -0.0682
H -2.0696 -1.3123 -0.5567 0.491 3.144 0.114 0.3698
H 3.4209 1.6666 0.0674 2.893 -0.047 -0.186 -0.0677


74
Properties=species:S:1:pos:R:3:forces:R:3:mulliken_charge:R:1 method="wB97M-V/def2-TZVPD" lumo_ev="0.86 / 0.65" spin_multiplicity=3 homo_energy_ev="-7.962 / -8.314" homo_lumo_gap_ev="8.82 / 8.96" e_tot_ev=-42422.2751
C -1.2168 -0.5571 1.9221 -0.200 0.000 -0.052 -0.8999
C -1.3500 0.2811 0.6539 -0.079 -0.124 0.037 -0.6066
C -2.7418 0.8542 0.4397 -0.079 0.168 -0.350 -0.5557
N -3.6925 -0.1861 0.0296 -0.236 -0.472 0.340 -0.0586
P -5.2407 -0.2659 0.7296 0.210 0.379 -0.019 -0.0618
O -5.0084 -0.4193 2.3755 0.098 0.236 0.217 -0.5179
H -1.6840 -1.5350 1.7957 0.023 -0.054 0.044 0.2931
H -1.7372 -0.0751 2.7516 0.080 0.058 0.083 0.2977
H -0.1748 -0.7098 2.1942 0.051 -0.079 -0.011 0.1785
H -0.6369 1.1056 0.6635 0.025 0.023 -0.005 0.4059
H -1.1158 -0.3390 -0.2167 0.195 0.109 -0.077 0.2754
H -3.0753 1.3214 1.3720 -0.006 0.060 -0.020 0.4263
H -2.6890 1.6223 -0.3348 -0.039 0.065 0.019 0.1792
H -3.2466 -1.0831 -0.0920 0.118 0.010 0.125 0.3032
H -5.3745 -1.6558 0.5128 -0.096 -0.007 -0.133 0.0033
H -5.1256 0.4439 2.8021 -0.074 -0.409 -0.165 0.3238
C -2.3621 4.4543 -5.3724 -0.044 -0.024 0.035 -1.7557
C -1.4299 3.6909 -4.4173 -0.190 0.189 -0.033 1.7816
C -0.3355 2.9426 -5.1881 0.084 -0.049 -0.031 -1.2571
C -0.8489 1.7224 -5.9488 -0.047 0.021 0.018 -0.4958
C -1.6184 0.7800 -5.0262 0.111 -0.024 -0.021 -1.2288
C -2.7519 1.4720 -4.2614 -0.288 0.071 -0.035 1.9336
N -2.1803 2.6881 -3.5866 0.478 -0.307 -0.241 0.4954
O -1.6166 2.4312 -2.4681 -0.153 0.105 0.162 -0.5643
C -3.9106 1.8250 -5.1988 0.014 0.067 0.031 -1.8249
C -3.3017 0.5561 -3.1774 0.049 -0.087 0.011 -1.9889
C -0.8005 4.7043 -3.4681 0.062 -0.001 0.010 -2.0001
H -2.4492 3.9872 -6.3510 -0.016 -0.021 0.007 0.3097
H -3.3606 4.5564 -4.9489 0.009 0.031 0.015 0.3251
H -1.9645 5.4566 -5.5297 0.024 -0.009 -0.017 0.4848
H 0.4290 2.6213 -4.4742 -0.039 0.005 0.040 0.4022
H 0.1410 3.6501 -5.8721 0.026 -0.017 -0.005 0.3572
H -1.4746 2.0280 -6.7918 -0.022 0.017 0.018 0.3115
H -0.0002 1.1890 -6.3810 -0.007 0.001 -0.033 0.3802
H -2.0476 -0.0500 -5.5932 0.025 -0.015 -0.008 0.3975
H -0.9256 0.3471 -4.2981 -0.022 0.039 0.040 0.3465
H -4.6512 2.4350 -4.6803 -0.007 -0.009 0.001 0.3654
H -4.3936 0.8973 -5.5068 -0.006 -0.007 0.013 0.4486
H -3.6064 2.3454 -6.1015 0.008 -0.004 -0.004 0.3308
H -2.5189 0.1977 -2.5162 0.015 0.024 0.015 0.1412
H -3.7796 -0.3060 -3.6468 0.000 0.025 -0.028 0.4993
H -4.0432 1.0681 -2.5649 -0.004 0.009 0.002 0.5050
H -1.5661 5.2010 -2.8706 -0.007 0.006 -0.009 0.4508
H -0.2810 5.4562 -4.0642 -0.005 0.003 0.007 0.4753
H -0.0896 4.2373 -2.7931 -0.018 -0.016 0.018 0.3774
C 2.7625 -2.2437 5.9709 0.014 0.053 -0.032 -1.8770
C 2.3506 -2.7175 4.5670 -0.034 0.178 0.221 1.9444
C 2.8688 -4.1325 4.2846 0.019 -0.086 -0.062 -1.3004
C 4.3768 -4.1960 4.0547 -0.007 0.048 0.015 -0.4805
C 4.8109 -3.2182 2.9651 0.005 -0.104 -0.019 -1.2141
C 4.3533 -1.7787 3.2258 0.075 0.226 0.130 1.5713
N 2.8755 -1.8044 3.4936 0.165 -0.564 -0.181 0.5481
O 2.1683 -1.8070 2.4285 -0.105 0.232 0.007 -0.6248
C 5.1370 -1.1542 4.3836 -0.060 0.010 0.023 -1.6605
C 4.5904 -0.9148 1.9930 0.035 -0.035 -0.060 -1.9221
C 0.8296 -2.6902 4.4914 -0.107 -0.042 -0.045 -2.0199
H 3.6957 -2.6838 6.3159 0.017 0.014 -0.016 0.3268
H 2.8578 -1.1592 6.0080 -0.035 0.004 0.009 0.3280
H 1.9894 -2.5327 6.6823 0.006 -0.030 0.000 0.4951
H 2.3575 -4.5142 3.3956 -0.012 0.051 -0.011 0.3931
H 2.5784 -4.7729 5.1216 0.006 -0.027 -0.012 0.3434
H 4.9184 -3.9982 4.9836 -0.014 0.031 0.006 0.3027
H 4.6497 -5.2099 3.7565 0.022 -0.009 0.025 0.3767
H 5.8991 -3.2162 2.8614 0.004 -0.028 -0.014 0.3962
H 4.3975 -3.5435 2.0058 -0.045 0.041 0.007 0.3829
H 4.7168 -0.1845 4.6528 0.008 0.005 -0.004 0.3658
H 6.1651 -0.9982 4.0557 0.000 0.009 -0.012 0.4421
H 5.1733 -1.7726 5.2747 0.000 -0.010 -0.001 0.2935
H 4.1280 -1.3408 1.1074 -0.025 0.001 0.006 0.3758
H 5.6660 -0.8362 1.8268 -0.004 0.006 0.000 0.4230
H 4.1870 0.0874 2.1405 0.001 0.003 0.008 0.4492
H 0.4557 -1.6739 4.6241 -0.004 -0.002 0.015 0.4496
H 0.4250 -3.3159 5.2884 0.036 0.009 0.017 0.5136
H 0.4636 -3.0639 3.5394 0.019 0.031 -0.026 0.3884


75
Properties=species:S:1:pos:R:3:forces:R:3:mulliken_charge:R:1 method="wB97M-V/def2-TZVPD" lumo_ev="-9.50 / -9.15" spin_multiplicity=4 charge=+3 homo_energy_ev="-15.052 / -15.053" homo_lumo_gap_ev="5.55 / 5.90" relative_energy_kcal_mol=0.0 e_tot_ev=-90871.4256
Nd 0.4468 -0.4188 0.9217 1.125 -0.313 -1.486 0.7469
P -0.7784 2.1763 1.9754 -0.351 1.180 0.376 1.0375
P -2.6866 -0.2538 -0.7646 0.525 0.188 -0.538 1.1570
P 2.5442 1.5784 0.3467 1.436 0.754 -0.191 0.5887
H 0.0643 -1.9482 -7.4387 0.485 0.006 0.114 0.2753
C 1.1040 -2.1968 -7.1932 0.161 -0.744 -0.171 -0.4428
C 1.3899 -3.2947 -6.4826 -0.022 0.302 -0.855 -0.5559
H 0.5889 -3.9553 -6.1343 0.347 0.207 -0.012 0.2878
C -1.1900 3.6272 0.9273 0.030 -0.137 -0.280 -1.0625
C -2.2563 2.1552 3.0695 -0.089 -0.357 -0.036 -1.3559
C 0.4302 2.9192 3.1465 0.251 -0.351 0.112 -1.1381
C -2.8175 -1.7047 -1.7960 0.130 -0.491 0.048 -0.8219
C -3.2276 -0.4924 0.9249 -0.362 -0.256 0.488 -0.7008
C -3.4531 1.1670 -1.5108 -0.187 0.377 -0.165 -1.2580
C 3.6988 0.9522 -0.9394 -0.162 -0.206 -0.043 -1.0621
C 3.7088 1.8715 1.7421 -0.177 -0.165 0.188 -1.1443
C 2.2853 3.3010 -0.2473 -0.466 -0.042 -0.099 -1.2756
H 1.8714 -1.5741 -7.6618 -0.212 -0.225 0.282 0.2755
H 2.4145 -3.6467 -6.3491 -0.295 0.202 0.105 0.2701
H -1.4846 4.4819 1.5554 0.105 -0.306 -0.157 0.4250
H -2.0271 3.3707 0.2631 0.210 0.179 0.132 0.2278
H -0.3269 3.9115 0.3111 -0.323 -0.049 0.147 0.2275
H -2.2764 3.0772 3.6697 -0.046 -0.308 -0.244 0.5245
H -2.2050 1.2846 3.7381 -0.157 0.324 -0.086 0.3114
H -3.1758 2.0960 2.4713 0.195 0.021 0.222 0.3474
H -0.1103 3.5584 3.8610 0.237 -0.139 -0.297 0.5586
H 1.1876 3.5148 2.6197 -0.248 -0.191 0.171 0.3058
H 0.9316 2.1136 3.7031 -0.051 0.323 -0.053 0.1560
H -3.8718 -1.8849 -2.0465 0.112 0.207 0.111 0.5063
H -2.4453 -2.5915 -1.2633 -0.001 0.268 -0.068 0.3896
H -2.2365 -1.6048 -2.7255 -0.089 0.219 0.225 0.1074
H -4.1223 0.1243 1.1029 0.331 -0.114 0.029 0.4813
H -2.4446 -0.2214 1.6619 -0.518 -0.034 -0.372 -0.0977
H -3.5226 -1.5356 1.0830 0.123 0.112 -0.012 0.4296
H -4.3963 0.8844 -1.9957 0.172 -0.025 0.116 0.4311
H -2.7763 1.5798 -2.2658 -0.115 -0.083 -0.001 0.4099
H -3.6650 1.9312 -0.7564 0.058 -0.108 -0.098 0.3793
H 4.5195 1.6709 -1.0810 -0.249 -0.216 0.081 0.4543
H 3.1652 0.8077 -1.8885 0.203 0.031 0.234 0.3024
H 4.1052 -0.0197 -0.6305 -0.058 0.229 -0.119 0.3671
H 4.5757 2.4508 1.3927 -0.259 -0.188 0.083 0.4243
H 4.0578 0.9078 2.1386 0.027 0.278 -0.082 0.3555
H 3.2113 2.4208 2.5533 0.202 -0.151 -0.220 0.3035
H 3.2390 3.7212 -0.6030 -0.296 -0.202 0.184 0.4991
H 1.8799 3.9434 0.5476 0.199 -0.182 -0.267 0.3556
H 1.5718 3.2880 -1.0848 0.242 0.129 0.164 0.3613
C 0.5367 -1.2077 -2.8094 -0.722 0.412 -1.698 1.0455
C 0.5326 0.1610 -3.1541 -0.277 -0.623 0.500 0.0280
C -0.0508 0.5639 -4.3499 -0.374 -0.009 -0.366 -0.7498
C -0.6414 -0.3797 -5.1961 -0.059 0.211 0.161 -0.6961
C -0.6176 -1.7372 -4.8629 0.021 0.171 -0.503 -0.8104
C 0.0107 -2.1644 -3.7114 0.186 0.424 0.641 -1.0598
S 1.1756 -1.8142 -1.3398 0.121 0.248 2.648 -0.2790
H -1.3084 0.1599 -0.6483 -0.751 -0.325 -0.416 -0.3196
H 0.9794 0.8790 -2.4598 -0.050 -0.105 -0.293 0.0669
H -0.0555 1.6151 -4.6433 0.083 -0.276 0.113 0.4943
H -1.0719 -0.0581 -6.1476 0.109 -0.105 0.368 0.4704
H -0.9902 -2.4714 -5.5806 -0.066 0.302 0.417 0.7682
H 0.1346 -3.2278 -3.4908 -0.159 0.351 -0.044 0.4032
C -0.7298 -1.8457 6.2292 -0.329 0.481 0.756 -0.6495
O -0.4238 -2.2629 4.8615 0.055 0.905 -2.059 -0.2320
P -0.5619 -1.2408 3.6114 1.895 -1.656 0.725 0.2334
O 1.0777 -0.6851 3.3259 -1.218 -0.239 0.436 0.0258
C 2.2821 -1.0747 4.1073 -0.232 0.040 -0.166 -0.7992
O -0.4336 -2.2477 2.1674 -0.681 0.680 1.709 -0.3028
C -0.1911 -3.6841 2.1807 0.125 -0.725 0.047 -0.7328
H -0.1031 -0.9897 6.5181 -0.028 -0.414 -0.111 0.3218
H -0.5301 -2.7090 6.8759 -0.016 0.296 -0.379 0.2618
H -1.7816 -1.5413 6.3276 0.283 -0.274 -0.195 0.3240
H 2.4623 -0.2825 4.8521 0.029 -0.455 -0.362 0.2854
H 2.1053 -2.0524 4.5793 0.153 0.434 -0.156 0.3360
H 3.0898 -1.1382 3.3629 -0.187 0.003 0.528 0.3036
H 0.4816 -3.9323 1.3566 -0.118 0.170 0.050 0.2871
H 0.2702 -3.9763 3.1246 -0.108 0.034 -0.091 0.3223
H -1.1434 -4.1995 2.0456 0.143 0.091 0.078 0.2890


17
Properties=species:S:1:pos:R:3:forces:R:3:nbo_charge:R:1 method="wB97M-V/def2-TZVPD" lumo_ev=0.79 homo_energy_ev=-10.078 homo_lumo_gap_ev=10.87 smiles=CO[C@H](C)COC#N relative_energy_kcal_mol=53.6 e_tot_ev=-10914.2516
C -1.5479 -1.2459 -0.3640 -0.307 0.117 0.178 -0.2593
O -0.1473 -1.2197 -0.5211 0.372 0.070 0.125 -0.5392
C 0.4915 0.0351 -0.3612 -0.252 -0.065 0.194 0.0637
C 1.9053 -0.1232 -0.9258 -0.253 0.089 0.151 -0.6243
C 0.5834 0.4865 1.1067 0.841 -0.233 -0.824 -0.0841
O -0.6627 0.8418 1.7129 -0.106 -0.474 0.872 -0.4811
C -1.4857 1.5605 1.0662 0.177 -0.016 0.019 0.5425
N -2.2783 2.1842 0.5242 -0.673 0.627 -0.512 -0.4230
H -1.8922 -2.1375 -0.8863 -0.086 0.042 0.072 0.1959
H -2.0172 -0.3575 -0.8113 0.048 -0.179 0.063 0.1820
H -1.8426 -1.3099 0.6973 0.047 0.020 -0.308 0.1707
H -0.0760 0.7974 -0.9226 0.106 -0.114 0.060 0.1837
H 2.6407 -0.1992 -0.1286 0.156 -0.022 0.042 0.2048
H 1.9370 -1.0402 -1.5055 0.002 -0.024 -0.073 0.2428
H 2.1656 0.7093 -1.5702 0.107 0.120 -0.021 0.2204
H 1.2604 1.3478 1.1645 -0.136 -0.098 0.067 0.1924
H 0.9659 -0.3293 1.7249 -0.044 0.141 -0.105 0.2121


65
Properties=species:S:1:pos:R:3:forces:R:3:nbo_charge:R:1 method="wB97M-V/def2-TZVPD" lumo_ev="-3.29 / -3.28" spin_multiplicity=2 charge=+1 homo_energy_ev="-10.384 / -9.680" homo_lumo_gap_ev="7.10 / 6.40" relative_energy_kcal_mol=4.3 e_tot_ev=-88073.6878
Mn 0.9690 0.2265 -0.1823 0.610 0.117 0.160 0.8324
N -3.0137 1.7235 -0.5220 -0.014 0.019 -0.014 -0.5251
C -1.7647 1.3360 -0.7928 -0.046 -0.039 0.005 0.3845
N -0.9408 0.8778 0.0944 -0.105 -0.199 -0.046 -0.5305
C -1.3513 0.7383 1.4197 0.115 0.038 -0.045 0.4011
N -0.5180 0.3165 2.3175 -0.063 -0.010 0.051 -0.3314
N 0.7122 0.0770 1.7427 -0.018 0.002 -0.181 -0.2275
C 1.6960 -0.2744 2.4943 0.045 0.018 0.118 0.0275
C 2.9563 -0.4318 1.7825 0.009 0.072 -0.045 0.1415
C 4.1416 -0.8608 2.3648 -0.023 0.018 0.058 -0.2095
C 5.2768 -0.9489 1.5797 0.021 0.008 -0.039 -0.1461
C 5.2029 -0.5998 0.2376 0.003 0.006 0.035 -0.2336
C 3.9878 -0.1814 -0.2750 -0.004 0.020 0.037 0.0684
N 2.8879 -0.0995 0.4734 0.003 -0.231 -0.048 -0.4239
C -2.7151 1.1092 1.7684 -0.024 -0.002 -0.017 -0.0813
C -3.2252 0.9726 3.0628 0.000 0.003 0.004 -0.1534
C -4.5241 1.3399 3.3348 0.001 -0.005 0.008 -0.2082
C -5.3357 1.8527 2.3193 0.002 0.000 -0.005 -0.1555
C -4.8520 1.9962 1.0363 -0.010 0.009 0.001 -0.2343
C -3.5385 1.6218 0.7658 0.031 -0.009 0.013 0.1549
H -3.5947 2.0669 -1.2705 0.002 -0.011 0.004 0.4308
H -1.4296 1.4119 -1.8207 0.001 -0.004 0.003 0.2273
H 1.5896 -0.4097 3.5645 0.001 -0.006 -0.002 0.2175
H 4.1623 -1.1184 3.4151 0.002 -0.003 -0.005 0.2338
H 6.2119 -1.2833 2.0082 -0.002 0.001 0.002 0.2348
H 6.0700 -0.6484 -0.4049 0.001 0.000 0.001 0.2390
H 3.8744 0.1029 -1.3142 -0.004 -0.018 -0.005 0.2198
H -2.5784 0.5755 3.8325 -0.003 0.000 0.000 0.2478
H -4.9189 1.2339 4.3355 0.003 -0.002 0.000 0.2336
H -6.3548 2.1409 2.5389 0.001 0.001 -0.002 0.2333
H -5.4789 2.3914 0.2465 0.000 0.000 0.001 0.2267
O 1.7081 1.5497 -3.9480 -0.032 0.000 0.019 -0.6431
C 1.4828 1.3808 -2.7540 0.049 0.044 -0.067 0.6125
N 1.1593 0.2525 -2.1197 0.014 0.042 0.135 -0.6609
C 1.1456 -0.9842 -2.8521 -0.019 -0.037 -0.017 -0.2693
C 1.0557 -2.1214 -1.8684 0.003 -0.002 0.005 0.2562
C 1.1902 -3.4445 -2.2786 0.006 0.001 0.005 -0.2492
C 1.1020 -4.4595 -1.3464 -0.004 -0.001 -0.008 -0.1448
C 0.8563 -4.1307 -0.0190 -0.006 -0.004 0.011 -0.2563
C 0.7334 -2.7992 0.3154 0.010 -0.004 -0.001 0.0703
N 0.8471 -1.8082 -0.5787 -0.250 0.043 -0.069 -0.4575
C 1.5735 2.5284 -1.7688 0.044 -0.055 0.034 0.1148
C 1.7503 3.8349 -2.1860 0.046 -0.006 -0.012 -0.2034
C 1.8193 4.8335 -1.2290 0.002 0.005 0.008 -0.1472
C 1.7207 4.4887 0.1118 0.022 0.009 0.009 -0.2404
C 1.5500 3.1575 0.4478 0.094 -0.012 -0.030 0.0575
N 1.4771 2.1929 -0.4716 -0.389 0.136 -0.067 -0.4208
H 2.0428 -1.0989 -3.4717 -0.006 0.003 -0.007 0.2251
H 0.2983 -1.0520 -3.5473 -0.001 0.010 -0.003 0.2207
H 1.3732 -3.6570 -3.3238 0.002 -0.003 0.002 0.2360
H 1.2168 -5.4927 -1.6469 0.001 0.001 0.001 0.2331
H 0.7633 -4.8895 0.7447 0.000 -0.002 -0.003 0.2362
H 0.5396 -2.4984 1.3368 0.002 0.005 0.001 0.2072
H 1.8326 4.0268 -3.2469 -0.007 0.002 0.001 0.2582
H 1.9509 5.8671 -1.5204 0.004 -0.001 0.000 0.2317
H 1.7760 5.2364 0.8903 -0.001 -0.001 -0.001 0.2340
H 1.4739 2.8403 1.4812 -0.031 0.008 0.000 0.2035
S -3.6757 -4.1630 -0.9933 0.001 0.006 0.001 0.4584
C -4.5381 -2.8813 -0.2660 0.010 -0.018 -0.004 -0.4487
C -3.7893 -1.7501 -0.3048 0.007 -0.075 0.036 -0.0666
N -2.5509 -1.8709 -0.8902 -0.175 0.108 0.028 -0.4633
C -2.3755 -3.0929 -1.2946 0.052 0.019 -0.053 -0.1558
H -5.5242 -3.0172 0.1450 0.000 -0.001 -0.002 0.2537
H -4.1074 -0.8008 0.0993 0.012 -0.010 -0.012 0.2023
H -1.4820 -3.4318 -1.7988 0.004 -0.003 0.011 0.2213